Entry 1:
ORCA calculation (the ωB97M-V functional and the def2-TZVPD basis) on C40H37N8O3S3Ti as an isolated structure.

Geometry (Å):
Ti: 0.157 -0.540 0.015
N: 2.476 -2.996 0.940
C: 3.044 -1.751 0.828
N: 4.286 -1.631 1.248
C: 4.811 -0.391 1.095
N: 6.050 -0.215 1.587
N: 4.233 0.631 0.486
C: 2.971 0.418 0.071
N: 2.297 -0.769 0.302
C: 2.272 1.398 -0.673
C: 2.847 2.631 -1.062
C: 2.133 3.486 -1.847
C: 0.825 3.127 -2.260
C: 0.306 1.942 -1.826
N: 0.981 1.083 -1.032
H: 3.152 -3.731 1.079
H: 1.719 -3.205 0.307
H: 6.526 -0.987 2.014
H: 6.505 0.672 1.471
H: 3.850 2.855 -0.728
H: 2.560 4.431 -2.155
H: 0.237 3.777 -2.891
H: -0.704 1.643 -2.085
S: -6.786 -2.169 -0.792
C: -7.775 -1.207 0.213
C: -7.098 -0.139 0.717
C: -5.750 -0.099 0.279
C: -5.430 -1.137 -0.551
C: -4.140 -1.408 -1.191
C: -2.954 -0.996 -0.550
N: -1.751 -1.185 -1.048
C: -1.642 -1.840 -2.227
C: -2.752 -2.278 -2.954
C: -2.545 -2.918 -4.223
C: -1.301 -3.092 -4.716
C: -0.145 -2.666 -3.976
C: 1.166 -2.807 -4.454
C: 2.223 -2.370 -3.688
C: 1.932 -1.828 -2.421
N: 0.712 -1.678 -1.943
C: -0.323 -2.067 -2.726
C: 3.622 -2.444 -4.117
C: 4.651 -1.629 -3.730
C: 5.883 -1.973 -4.344
C: 5.765 -3.040 -5.180
S: 4.166 -3.634 -5.233
C: -4.021 -2.043 -2.408
H: -8.803 -1.481 0.381
H: -7.545 0.595 1.370
H: -5.055 0.686 0.544
H: -3.001 -0.487 0.403
H: -3.411 -3.247 -4.783
H: -1.150 -3.561 -5.681
H: 1.334 -3.238 -5.435
H: 2.742 -1.516 -1.780
H: 4.529 -0.795 -3.053
H: 6.810 -1.447 -4.175
H: 6.536 -3.511 -5.768
H: -4.904 -2.353 -2.956
C: -1.404 6.297 4.343
C: -1.168 4.989 3.645
C: -0.148 4.138 4.037
C: 0.104 2.933 3.392
C: 1.260 2.115 3.910
C: -0.721 2.561 2.309
C: -1.767 3.417 1.891
C: -2.689 3.134 0.733
C: -1.962 4.609 2.570
C: -0.476 1.286 1.609
O: 0.535 0.564 1.852
O: -1.261 0.836 0.702
H: -0.832 6.364 5.266
H: -2.460 6.428 4.580
H: -1.108 7.129 3.701
H: 0.481 4.420 4.873
H: 1.687 2.606 4.783
H: 2.037 2.001 3.156
H: 0.958 1.107 4.193
H: -3.276 2.231 0.898
H: -2.135 2.982 -0.193
H: -3.370 3.973 0.599
H: -2.761 5.267 2.247
C: -0.109 -3.859 3.195
S: 0.082 -2.144 2.747
C: -1.311 -1.492 3.654
O: -0.397 -2.126 1.284
H: -1.103 -4.200 2.911
H: 0.050 -3.956 4.269
H: 0.658 -4.414 2.661
H: -1.128 -1.641 4.718
H: -2.218 -2.004 3.336
H: -1.369 -0.427 3.440

Calculated values
2S+1: 3
ΔE to the lowest compared entry with this formula, charge and spin: 0.0 kJ/mol
net charge: +1
LUMO (alpha / beta): -2.95 / -3.04 eV



Entry 2:
ORCA calculation (the ωB97M-V functional and the def2-TZVPD basis) on C7H8ClFO2 as an isolated structure in a non-equilibrium geometry.

Geometry (Å):
C: -0.828 -1.545 1.531
C: -2.064 -1.925 1.760
C: 0.288 -1.935 2.454
C: 0.486 1.690 -0.102
C: 0.636 1.381 -1.576
C: -0.506 1.332 -2.225
C: 1.868 0.939 -2.260
H: -2.248 -2.384 2.786
H: -2.933 -1.768 1.139
H: -0.013 -2.605 3.337
H: 1.604 2.050 0.416
H: 0.231 0.612 0.592
H: -0.395 2.412 0.104
H: -1.345 1.722 -1.776
H: 1.801 0.700 -3.409
O: 1.478 -1.747 2.274
O: 2.840 0.653 -1.518
F: -0.493 1.097 -3.560
Cl: -0.407 -0.679 0.033

Calculated values
2S+1: 1
LUMO: -0.43 eV



Entry 3:
ORCA calculation (the ωB97M-V functional and the def2-TZVPD basis) on one molecule with the formula C3H9BrClNSi in a non-equilibrium geometry.

Geometry (Å):
C: 0.895 -0.722 -1.715
N: 0.403 -0.132 -0.453
C: 0.744 1.309 -0.482
Si: -1.061 -0.697 0.297
Cl: -0.968 -2.682 0.240
C: -0.801 -0.066 2.233
Br: -1.650 1.611 2.575
H: 0.693 -1.836 -1.619
H: 0.497 -0.322 -2.630
H: 1.856 -0.357 -1.784
H: 0.284 1.753 0.444
H: 1.936 1.510 -0.476
H: 0.501 1.800 -1.434
H: -2.414 -0.430 -0.396
H: -1.226 -0.625 3.000
H: 0.314 -0.115 2.202

Calculated values
2S+1: 1
SMILES: CN(C)[Si@@H](Cl)CBr
ΔE to the lowest compared entry with this formula, charge and spin: 32.2 kJ/mol
LUMO: 0.79 eV